Computed, not measured: a cluster of 2 separate species, C6H8O3S in total, with ωB97M-V with the def2-TZVPD basis set.

Structure (XYZ):
```
18
Properties=species:S:1:pos:R:3:forces:R:3
C 2.448 -0.136 -0.093 3.266 0.489 0.919
C 2.173 1.180 -0.357 1.528 -0.937 -0.799
C 1.276 -0.763 0.270 -3.107 0.048 -0.327
C 0.337 0.249 0.060 -2.071 -2.148 0.608
C 1.077 -2.175 0.772 -3.548 1.000 -2.779
C -2.979 1.617 0.765 3.400 -0.549 -2.433
O -2.905 -0.108 -1.460 0.940 0.707 1.248
O -2.643 -1.031 0.814 0.133 -0.832 0.733
O 0.848 1.398 -0.300 -0.171 0.521 -0.426
S -2.364 0.023 -0.107 0.331 0.853 -0.667
H 3.480 -0.607 0.078 -1.657 0.950 -0.711
H 2.794 1.878 -0.865 0.083 0.795 0.169
H 0.596 -2.031 1.716 -0.101 -0.705 0.784
H 0.303 -2.771 0.039 2.095 1.303 1.874
H 2.023 -2.595 0.793 1.544 -1.377 0.349
H -2.006 2.189 0.814 -1.482 -0.254 0.227
H -3.715 1.993 0.114 -0.663 0.813 -0.874
H -3.393 1.292 1.650 -0.519 -0.677 2.105
```
Positions in Å, forces in eV/Å.

As for the multiplicity: 1. The value obtained for the orbital gap (spin up / spin down) is 7.2 / 7.3 eV. For the LUMO energy (spin up / spin down), the calculation gives -1.6 / -1.2 eV. The net charge is 0.